C47H118N6O19 | ωB97M-V with the def2-TZVPD basis set

As for the orbital gap: 8.859 eV. Its highest occupied orbital energy is -8.36 eV. The LUMO energy is 0.498 eV. The SMILES is CC1(C)CCCC(C)(C)N1O.COCCNCCOC.COCCNCCOC.COCCNCCOC.COCCNCCOC.COCCNCCOC.OCCO.OCCO.OCCO.OCCO.

The geometry in XYZ format:
```
190
Properties=species:S:1:pos:R:3:forces:R:3
C 24.248 7.577 18.611 0.8 1.1 -0.1
C 25.173 8.864 18.442 -0.2 -0.1 0.5
C 25.176 9.542 19.863 1.3 -0.4 -1.4
C 26.673 8.634 17.980 -0.8 -0.4 0.3
C 26.735 8.285 16.515 -0.5 0.0 0.0
C 26.119 9.412 15.714 0.3 -0.7 -0.7
C 24.682 9.648 16.045 -2.3 1.9 1.0
C 24.203 10.991 15.408 1.0 1.0 -0.3
C 23.663 8.666 15.517 -0.1 -0.3 -0.9
N 24.636 9.853 17.502 0.3 0.8 0.9
O 23.388 10.352 18.012 0.5 -0.2 -0.7
H 23.194 7.861 18.743 0.4 0.1 0.1
H 24.280 6.842 17.824 0.3 -0.2 -0.4
H 24.581 7.110 19.525 -0.1 -0.4 0.3
H 25.525 10.584 19.796 -0.1 -0.4 0.0
H 24.197 9.509 20.310 -0.1 -0.1 0.4
H 25.955 8.956 20.372 -0.5 0.3 0.6
H 27.201 9.593 18.017 -0.1 -0.1 0.8
H 27.192 7.853 18.587 -0.5 0.7 -0.2
H 27.767 8.186 16.200 0.2 -0.4 -0.1
H 26.167 7.376 16.320 0.3 -0.3 -0.1
H 26.223 9.162 14.651 -0.1 0.3 0.0
H 26.652 10.326 15.930 0.3 0.4 -0.1
H 24.310 10.846 14.333 -0.1 0.2 -0.1
H 24.862 11.846 15.673 -0.1 -0.6 0.0
H 23.189 11.394 15.589 0.2 -0.9 0.2
H 23.782 7.631 15.775 0.5 -0.6 0.0
H 23.747 8.811 14.424 -0.5 -0.6 0.4
H 22.638 8.896 15.830 0.1 0.3 -0.2
H 22.701 9.747 17.707 -0.2 -0.1 0.0
C 24.063 15.253 12.729 1.0 0.3 -0.3
O 23.187 14.195 12.784 -1.1 -1.2 -0.4
C 22.780 13.650 11.510 -0.1 -0.7 1.5
C 21.750 12.538 11.839 -0.3 1.2 -0.9
N 21.457 11.837 10.584 -0.6 0.0 0.6
C 20.311 10.906 10.586 0.5 0.2 -1.2
C 20.087 10.315 9.182 1.4 -1.1 -0.8
O 21.316 9.629 8.750 0.1 0.7 0.6
C 21.217 8.935 7.526 -0.5 0.5 -0.2
H 24.968 14.973 12.171 0.0 0.2 -0.2
H 24.392 15.487 13.736 -0.1 0.0 0.3
H 23.608 16.140 12.298 0.0 0.3 -0.3
H 23.632 13.179 11.005 0.2 0.2 0.0
H 22.362 14.414 10.865 -0.2 0.2 -0.1
H 20.834 13.023 12.200 0.0 0.0 -0.2
H 22.112 11.966 12.690 0.3 -0.5 0.0
H 22.307 11.432 10.207 -0.3 -0.3 0.0
H 19.394 11.410 10.930 0.3 0.1 -0.2
H 20.408 10.028 11.218 0.3 -0.1 0.5
H 19.824 10.976 8.341 -0.2 0.3 0.6
H 19.402 9.477 9.229 -0.9 0.2 0.2
H 20.525 8.066 7.605 0.5 0.3 -0.1
H 22.233 8.624 7.228 -0.5 0.0 0.3
H 20.830 9.605 6.722 0.1 -0.3 0.4
C 18.628 11.245 14.222 -0.4 0.2 -0.3
O 18.447 10.261 13.212 -1.5 0.0 0.6
C 17.024 10.090 13.037 0.1 0.1 -0.8
C 16.820 9.057 11.935 0.2 0.4 -0.3
N 15.439 8.942 11.438 0.9 -0.6 1.1
C 15.019 10.056 10.624 0.6 -0.6 -0.9
C 13.825 9.682 9.770 -0.2 -0.2 0.7
O 14.162 8.455 9.105 -0.8 0.7 -0.3
C 13.082 8.022 8.269 0.9 0.8 -0.4
H 18.201 12.220 13.918 0.3 -0.3 0.0
H 19.682 11.334 14.407 0.4 0.2 0.1
H 18.111 10.970 15.149 0.1 -0.1 0.0
H 16.611 11.027 12.607 0.1 0.0 0.6
H 16.481 9.867 13.984 0.5 0.0 -0.5
H 17.175 8.070 12.226 -0.1 0.0 0.2
H 17.497 9.420 11.133 -0.1 -0.3 0.0
H 15.433 8.044 10.961 -0.6 0.6 -0.3
H 15.814 10.324 9.911 0.2 0.2 0.0
H 14.855 10.923 11.256 -0.4 0.1 0.0
H 13.613 10.492 9.061 0.0 -0.2 -0.1
H 12.930 9.579 10.423 0.3 -0.3 -0.4
H 12.859 8.776 7.464 -0.1 -0.5 0.9
H 12.248 7.794 8.907 -0.8 0.1 0.0
H 13.392 7.121 7.761 0.2 -0.3 0.0
C 15.343 17.499 9.964 0.1 -0.6 0.2
O 15.556 16.149 10.404 0.0 0.5 -0.1
C 14.482 15.588 11.141 1.2 -0.6 0.3
C 15.010 14.266 11.800 -1.0 0.6 -0.3
N 13.899 13.641 12.500 -0.3 -0.9 0.3
C 13.541 13.995 13.863 0.8 0.4 0.0
C 14.526 13.714 15.033 -0.4 -0.2 -1.0
O 14.883 12.339 15.079 -1.0 0.3 -0.7
C 15.331 11.866 16.310 0.0 -0.1 0.0
H 15.776 18.150 10.751 -0.5 0.1 -0.6
H 14.266 17.722 9.760 0.7 -0.2 0.4
H 15.882 17.598 9.008 -0.1 0.2 0.5
H 13.674 15.479 10.435 -0.6 -0.6 0.0
H 14.141 16.227 11.971 0.1 0.2 -0.2
H 15.878 14.556 12.417 -0.2 -0.3 -0.1
H 15.298 13.470 11.092 0.3 0.9 -0.2
H 13.921 12.643 12.325 -0.1 0.2 0.5
H 12.580 13.557 14.146 0.1 -0.2 -0.3
H 13.373 15.081 13.854 0.0 -0.1 0.3
H 13.919 14.054 15.887 0.7 -0.2 0.4
H 15.458 14.270 14.913 0.0 0.5 0.3
H 14.611 12.076 17.106 -0.1 0.0 0.1
H 16.295 12.315 16.563 0.2 -0.1 0.2
H 15.405 10.783 16.188 0.2 0.1 0.2
C 18.586 14.439 10.193 -0.2 -0.4 0.1
O 19.165 15.116 11.268 1.0 0.9 0.1
C 19.944 16.262 10.908 -1.0 -1.0 -1.4
C 20.537 16.781 12.145 0.4 0.4 1.0
N 21.397 17.917 11.867 -0.1 -1.2 -0.3
C 22.162 18.471 12.940 -1.0 1.8 0.4
C 21.441 19.605 13.724 0.8 0.0 0.3
O 20.354 19.028 14.439 0.4 0.1 -0.8
C 19.561 19.920 15.172 0.2 0.4 0.2
H 18.181 13.574 10.697 -0.5 -0.5 -0.3
H 19.291 14.082 9.437 0.3 0.2 0.1
H 17.798 15.011 9.705 -0.2 0.1 0.0
H 19.264 17.014 10.468 0.1 0.0 0.0
H 20.685 16.010 10.123 -0.1 0.0 0.4
H 21.087 15.997 12.669 0.4 -0.1 -0.3
H 19.696 16.956 12.810 -0.1 0.5 0.3
H 21.010 18.532 11.168 0.1 0.3 0.3
H 23.066 18.930 12.541 0.3 -0.2 0.1
H 22.392 17.705 13.667 0.3 -0.4 0.0
H 21.171 20.419 13.024 -0.6 -0.4 0.1
H 22.174 20.118 14.402 -0.5 -0.6 0.0
H 20.089 20.359 16.000 0.6 0.3 0.4
H 18.761 19.377 15.628 -0.6 -0.6 0.0
H 19.140 20.733 14.589 -0.1 0.1 -0.5
C 10.488 15.894 13.869 -1.9 -0.4 0.8
O 11.375 16.790 14.411 1.3 0.6 0.1
C 11.231 16.970 15.803 -0.8 0.9 0.0
C 12.342 17.889 16.285 -0.3 -0.8 0.1
N 13.610 17.262 15.927 0.3 0.4 -0.4
C 14.748 18.160 15.992 -0.1 0.4 0.3
C 15.996 17.518 15.453 0.9 0.6 0.5
O 15.877 17.454 14.073 -0.7 -0.4 -0.9
C 16.976 16.825 13.466 0.2 -0.2 0.1
H 10.519 14.956 14.438 0.0 -0.2 -0.2
H 10.678 15.692 12.829 0.3 0.1 -0.3
H 9.452 16.302 13.987 0.4 -0.4 -0.3
H 11.151 16.018 16.344 0.5 -0.1 -0.1
H 10.288 17.504 15.999 -0.1 -0.2 0.0
H 12.210 17.981 17.376 0.4 -0.1 -0.2
H 12.154 18.900 15.881 0.4 -0.2 -0.2
H 13.577 16.958 14.952 -0.4 0.0 0.3
H 14.878 18.448 17.029 0.2 0.1 0.3
H 14.602 19.113 15.432 -0.1 -0.4 0.1
H 16.260 16.550 15.899 -0.5 -0.3 -0.1
H 16.880 18.133 15.684 -0.1 0.3 0.2
H 17.867 17.438 13.585 0.2 0.2 -0.1
H 16.763 16.665 12.405 0.1 0.0 0.3
H 17.193 15.876 13.979 -0.1 -0.1 -0.3
O 19.299 13.606 15.927 -0.3 -0.7 0.5
C 19.715 14.772 15.295 1.1 1.2 -0.5
C 21.239 14.958 15.460 0.1 -0.1 -0.3
O 21.570 15.145 16.817 0.0 0.0 0.7
H 18.517 13.752 16.488 0.2 0.2 -0.3
H 19.493 14.785 14.219 -0.1 -0.3 0.0
H 19.247 15.680 15.697 -0.1 -0.1 0.2
H 21.632 15.867 14.987 -0.5 -0.2 -0.6
H 21.838 14.104 15.087 -0.6 0.3 -0.2
H 22.012 14.352 17.120 0.3 -0.3 0.7
O 21.527 17.482 18.173 -1.3 -0.7 1.1
C 22.431 18.253 17.512 1.0 1.1 -1.4
C 22.508 19.578 18.257 -0.2 -1.2 0.1
O 21.175 20.033 18.436 0.3 0.8 -0.4
H 21.540 16.619 17.752 -0.3 -0.8 -0.2
H 23.366 17.706 17.394 0.6 0.3 0.3
H 22.132 18.465 16.468 -0.3 0.0 0.1
H 23.137 20.257 17.699 -0.2 0.6 0.0
H 22.905 19.398 19.252 0.6 0.0 0.2
H 20.734 19.258 18.792 -0.3 -0.2 0.0
O 26.387 12.268 18.075 0.1 -0.4 -1.2
C 25.879 13.401 18.719 -1.0 -0.1 0.7
C 24.615 14.075 18.074 1.8 -1.0 -0.9
O 23.446 13.317 18.233 -0.9 0.1 0.3
H 25.710 11.590 17.962 -0.2 -0.4 -0.1
H 25.691 13.081 19.744 -0.5 0.4 0.4
H 26.739 14.023 18.764 0.4 1.2 -0.1
H 24.870 14.147 16.984 -0.2 0.3 0.6
H 24.401 15.068 18.469 0.2 -0.1 0.1
H 23.536 12.378 18.023 0.3 -0.1 -0.1
O 16.487 17.084 18.933 0.5 0.2 0.5
C 17.854 16.684 18.868 -0.6 -1.1 -0.4
C 17.933 15.145 18.726 -0.1 1.3 -0.1
O 17.151 14.654 17.609 0.7 0.3 0.7
H 16.162 17.031 18.038 -0.3 0.0 -0.4
H 18.364 17.167 18.035 0.1 0.1 -0.1
H 18.361 16.958 19.786 -0.1 0.2 0.2
H 17.604 14.713 19.667 -0.2 -0.3 0.0
H 18.973 14.915 18.570 0.5 -0.5 -0.2
H 16.303 14.410 17.981 -0.3 -0.1 -0.2
```
Positions in Å, forces in eV/Å.


C6H15N3O | ωB97M-V with the def2-TZVPD basis set

As for the orbital gap: 9.848 eV. Its highest occupied orbital energy is -8.97 eV. The LUMO energy is 0.878 eV. The SMILES is NC(N)(N)C[C@@H]1CCOC1.

The geometry in XYZ format:
```
25
Properties=species:S:1:pos:R:3:forces:R:3
N -0.386 -1.789 -0.066 0.0 0.0 0.1
C -0.415 -0.994 1.159 0.1 0.0 -0.2
N -1.570 -1.404 1.961 0.0 0.3 0.1
N 0.796 -1.231 1.963 0.0 -0.2 0.0
C -0.620 0.507 0.846 0.0 -0.1 0.0
C 0.344 1.323 -0.058 0.0 -0.2 -0.1
C -0.302 1.745 -1.383 -0.1 0.1 -0.3
C -0.034 0.553 -2.285 0.2 -0.1 0.1
O 1.250 0.058 -1.873 -0.1 -0.1 0.1
C 1.597 0.632 -0.611 0.0 0.0 0.0
H -0.364 -2.776 0.174 0.0 0.0 0.0
H 0.423 -1.590 -0.646 0.0 0.0 0.0
H -1.845 -2.352 1.738 0.1 0.0 0.1
H -2.374 -0.819 1.766 0.0 -0.1 -0.1
H 1.122 -0.413 2.463 -0.1 -0.1 0.0
H 1.555 -1.603 1.412 0.0 0.1 0.0
H -1.624 0.599 0.429 0.0 0.0 -0.1
H -0.656 0.983 1.828 0.0 0.1 0.0
H 0.649 2.213 0.490 0.0 0.0 0.1
H 0.205 2.626 -1.781 0.0 0.0 0.0
H -1.365 1.974 -1.315 0.0 0.0 0.1
H -0.778 -0.232 -2.142 -0.1 -0.1 0.1
H 0.022 0.786 -3.347 0.0 0.1 0.0
H 1.975 -0.158 0.030 0.1 0.0 0.0
H 2.397 1.364 -0.752 0.0 0.0 -0.1
```
Positions in Å, forces in eV/Å.


C6H12N2 | ωB97M-V with the def2-TZVPD basis set

As for the orbital gap (spin up / spin down): 7.380 / 7.364 eV. Its highest occupied orbital energy (spin up / spin down) is -6.43 / -6.42 eV. The LUMO energy (spin up / spin down) is 0.951 / 0.948 eV.

The geometry in XYZ format:
```
20
Properties=species:S:1:pos:R:3:forces:R:3
C -0.156 -1.049 -0.167 0.2 -0.1 0.0
C -1.145 -1.839 -0.965 -0.1 0.1 -0.1
C 0.895 -1.783 0.598 -0.2 0.0 -0.2
C 1.127 2.461 -0.021 -0.2 0.0 0.1
C -1.208 0.645 0.166 -0.3 1.0 -0.2
C 1.172 0.995 -0.247 -0.1 -0.2 0.0
N 0.072 0.295 -0.431 0.0 -0.2 0.7
N -1.265 1.246 1.296 0.3 0.1 -0.2
H -2.210 1.546 1.513 0.0 -0.2 -0.1
H -2.005 0.619 -0.583 0.0 -0.4 0.4
H 2.104 0.455 -0.180 0.0 -0.1 0.0
H -1.817 -1.207 -1.547 0.1 -0.1 0.0
H -1.756 -2.465 -0.304 0.1 0.0 -0.1
H -0.634 -2.503 -1.669 0.0 -0.1 -0.1
H 0.563 -2.791 0.841 -0.1 0.0 0.0
H 1.826 -1.894 0.030 0.1 0.0 0.0
H 1.128 -1.250 1.525 0.1 0.1 0.0
H 0.496 2.964 -0.761 0.1 0.0 0.0
H 0.681 2.670 0.961 0.0 0.0 -0.1
H 2.130 2.883 -0.057 0.0 0.0 -0.1
```
Positions in Å, forces in eV/Å.


Q: Which largest force on an atom values were calculated for the entries above? A: 3.2; 0.3; 1.1, in eV/Å.
Q: Which molar mass values were calculated for the entries above? A: 1071.48; 145.21; 112.18, in Da.